Density functional theory data (the ωB97M-V functional and the def2-TZVPD basis) for one molecule with the formula C7H10N2O at a distorted geometry.

ΔE to the lowest compared entry with this formula, charge and spin: 184.4 kJ/mol
Charge: 0
E_HOMO: -8.962 eV
LUMO level: 0.02170 Eh
Structure (SMILES): CCc1nccnc1OC

Geometry (Å):
C 0.01529 -0.76625 -0.24516
N 1.10175 -1.54246 -0.25111
H -0.48123 2.86966 0.87633
H -2.31744 -0.51152 1.04346
H -1.09572 -2.56350 -0.82393
H 3.25610 0.90321 0.69368
C -1.15457 2.56970 0.00066
H -1.64542 -1.98617 1.63522
C 2.29708 0.46188 0.27816
C -1.25480 -1.57168 -0.52935
H -3.02137 -2.24252 0.63072
C -2.12948 -1.57936 0.71557
H -2.28420 2.77276 0.08132
H -1.87702 -1.10915 -1.32355
C 2.19730 -0.92724 0.00684
O -1.13223 1.19453 -0.27827
N 1.16276 1.23420 0.19582
H -0.77801 3.19568 -0.91913
C 0.06681 0.60204 -0.12727
H 3.22484 -1.46141 0.12241

Atoms 1-2, force components in eV/Å:
C -0.735 -3.477 -1.835
N -1.509 -0.044 0.043